P.
18
Properties=species:S:1:pos:R:3 method="wB97M-V/def2-TZVPD"
N -1.4877 -3.4278 -0.2919
C -0.5318 -2.9159 -1.2169
C -0.5893 -1.6383 -1.6258
O -0.8591 -0.6183 -2.1283
C 0.7344 -3.6992 -1.4916
C 1.5753 -3.3956 -0.2867
N 2.4828 -2.4816 -0.2732
C 3.4666 -2.3008 -1.2254
O 3.4173 -1.4541 -2.0898
H -1.6817 -2.8170 0.4935
H -2.3555 -3.7216 -0.7294
H 0.5019 -4.7764 -1.4948
H 1.2297 -3.3777 -2.4159
H 1.1852 -3.7357 0.6815
H 4.4085 -2.8331 -0.9820
O 2.7576 -1.5778 2.5226
H 2.7926 -1.7864 1.5727
H 2.6648 -0.6218 2.5574

=====

Q.
18
Properties=species:S:1:pos:R:3 method="wB97M-V/def2-TZVPD" smiles="OC1=C(O)NCC1.N=C=O"
O -0.8830 0.5509 -2.3719
C -0.4069 0.1942 -1.1823
C -0.2673 0.9391 -0.0687
O -0.8833 2.1930 0.1741
N 0.5204 0.2144 0.9578
C 1.2011 -0.8582 0.2896
C 0.3548 -1.1300 -0.9313
H -1.2501 -0.2171 -2.8574
H -0.3060 2.7884 -0.2047
H 0.0498 -0.0526 1.7494
H 1.1621 -1.7484 0.9090
H 2.1283 -0.5744 -0.1686
H 0.9996 -1.3958 -1.7730
H -0.3219 -2.0210 -0.8874
N -3.2853 0.7951 -0.0196
C -2.6370 0.1495 0.7024
O -2.2568 -0.5355 1.5278
H -3.3210 1.5794 -0.6293

=====

Short version: P is the least stable of them.

=====

P.
13
Properties=species:S:1:pos:R:3 method="wB97M-V/def2-TZVPD" charge=+1
C 3.5634 -4.2448 0.5085
C -4.0733 5.1982 0.9241
C -2.8536 5.7043 0.9715
C 1.6838 -5.6520 -2.2401
N 2.4474 -5.4170 -1.4155
N 4.4952 -3.7524 -0.0371
F 2.4959 -3.9413 1.1119
H -4.8623 5.7026 1.4762
H -4.4964 4.1468 0.5441
H -1.8071 5.1665 0.8366
H -2.7686 6.7511 1.0588
H 0.9691 -5.7631 -2.9926
H 5.2063 -3.8989 -0.7463

=====

Q.
13
Properties=species:S:1:pos:R:3 method="wB97M-V/def2-TZVPD" smiles="F[C@@H]1C=NC=[NH+]C1" charge=+1
F -1.8649 -0.5237 -0.9568
C -1.2499 -0.4509 0.2890
C -0.7618 0.9197 0.8558
N 0.0227 1.6251 0.1773
C 0.8537 1.1617 -0.7148
N 1.0913 -0.1092 -0.6981
C 0.2403 -1.0064 0.0038
H -1.7183 -1.1140 0.9750
H -1.2118 1.2550 1.8035
H 1.4079 1.8725 -1.3155
H 2.0751 -0.6076 -0.8833
H 0.7950 -1.1458 0.9817
H 0.3207 -1.8764 -0.5176

=====

R.
13
Properties=species:S:1:pos:R:3 method="wB97M-V/def2-TZVPD" smiles=C[n+]1ccn(F)c1 charge=+1
C 1.7217 0.6240 -0.0182
N 0.4086 0.1297 0.1194
C 0.0586 -1.1779 0.0565
C -1.3050 -1.2187 -0.0245
N -1.6981 0.0811 -0.0782
F -2.9333 0.5200 0.0672
C -0.6297 0.9172 -0.0332
H 2.4769 -0.1893 0.4878
H 2.0808 0.5929 -0.9899
H 1.9558 1.5858 0.5715
H 0.7467 -1.9121 0.0665
H -2.1215 -1.8889 -0.0762
H -0.7616 1.9362 -0.1488

=====

Short version: P is the least stable of them.

=====

P.
14
Properties=species:S:1:pos:R:3 method="wB97M-V/def2-TZVPD" smiles="NC(N)=O.O.O"
N 1.4169 1.1505 0.3521
C 0.5484 1.0635 -0.6992
N 0.5160 -0.0183 -1.5491
O -0.2566 1.9606 -0.8778
H 2.0347 0.4615 0.7574
H 1.3080 1.8024 1.1108
H 0.6199 0.1298 -2.5734
H 0.8022 -0.9314 -1.2650
O -1.0784 -0.0671 1.4386
H -1.2627 0.6481 0.8204
H -1.4542 0.1617 2.2890
O -0.8676 -2.3425 -0.1185
H -1.1603 -1.4582 -0.4475
H -1.1664 -2.5605 0.7622

=====

Q.
14
Properties=species:S:1:pos:R:3 method="wB97M-V/def2-TZVPD" smiles=NC(O)(O)O.N
N -1.5660 -0.0715 -1.1290
C -1.0791 -0.2343 0.2040
O -1.3790 -1.5219 0.6463
O -1.7162 0.6379 1.0812
O 0.5215 0.0238 0.0034
H -2.5719 0.0513 -1.1413
H -1.1306 0.7285 -1.5697
H -1.1163 -2.1480 -0.0376
H -1.9638 0.1510 1.8783
H 0.2960 -0.0286 1.0195
N 3.0705 0.6669 -0.0115
H 2.0864 0.2495 0.2069
H 2.9740 1.5096 -0.5870
H 3.5745 -0.0141 -0.5635

=====

Short version: Q is the least stable of them.

=====

P.
14
Properties=species:S:1:pos:R:3 method="wB97M-V/def2-TZVPD" smiles="NC(N)=O.O.O"
N 1.0521 0.5157 -1.1715
C 1.4129 0.0599 0.0805
N 1.0017 0.8832 1.1150
O 2.0289 -0.9731 0.2822
H 0.0819 0.8123 -1.2364
H 1.3302 -0.1358 -1.8888
H 1.3707 0.6024 2.0088
H 1.0681 1.8690 0.9233
O -1.2463 -1.7921 0.4316
H -1.2177 -2.6892 0.0985
H -0.4068 -1.3861 0.3862
O -1.8395 0.9222 -0.5248
H -2.6778 1.3186 -0.2579
H -1.9582 -0.0070 -0.2466

=====

Q.
14
Properties=species:S:1:pos:R:3 method="wB97M-V/def2-TZVPD" smiles="NC(N)=O.O.O"
N -0.1486 -1.9505 -0.2645
C -0.8830 -0.9536 0.3651
N -0.2417 -0.4859 1.4824
O -1.9566 -0.5489 -0.0522
H 0.8444 -1.9685 -0.1040
H -0.3718 -2.0917 -1.2384
H -0.6438 0.2733 2.0004
H 0.5885 -0.9547 1.7841
O -0.4790 1.0926 -1.6330
H -0.9632 0.5503 -1.0063
H 0.0395 1.8440 -1.8377
O 1.6120 2.0675 0.0223
H 0.9241 1.5029 -0.3855
H 1.6792 1.6233 0.8671

=====

Short version: Q is the least stable of them.

=====

P.
8
Properties=species:S:1:pos:R:3 method="wB97M-V/def2-TZVPD" multiplicity=3
C 0.2808 0.1880 -0.1366
C -1.0161 0.4903 -0.2038
N 0.9418 -1.0266 -0.0341
P 2.0832 0.3599 -0.0918
H -1.4034 1.5540 -0.3714
H -1.8208 -0.3537 -0.4550
H 0.5745 -1.7408 -0.7700
H 2.1241 0.4478 1.2513

=====

Q.
8
Properties=species:S:1:pos:R:3 method="wB97M-V/def2-TZVPD" multiplicity=3
C 1.0995 1.3655 0.0834
C 1.4989 -0.0248 -0.3298
N 0.1499 0.6018 -0.2251
P -1.6286 0.2553 -0.1965
H 1.6138 -0.8616 0.2679
H 1.9498 -0.2211 -1.3257
H -2.2402 1.3867 0.4695
H -1.4401 -0.3556 1.0756

=====

Short version: Q is the least stable of them.

=====

P.
7
Properties=species:S:1:pos:R:3 method="wB97M-V/def2-TZVPD" smiles=ClP(Cl)CBr
Cl -1.9553 -1.2863 -0.6538
P -0.9396 0.4877 -0.7295
Cl -1.5678 1.2571 1.0742
C 0.8099 -0.1820 0.0186
Br 2.0709 1.2190 -0.2383
H 0.5392 -0.4849 0.9914
H 1.0427 -1.0106 -0.4627

=====

Q.
The following is a quantum chemistry calculation of a structure of composition CH2BrCl2P, from OMol25.

Structure (XYZ):
```
7
CH2BrCl2P | OMol25 | ωB97M-V/def2-TZVPD
C -1.4781 -1.2389 -0.5532
P 1.2270 2.0990 0.7427
Cl 1.8713 0.7706 2.0709
Cl 1.9888 1.1842 -0.9623
Br -1.2385 0.4181 0.3319
H -1.4838 -1.3123 -1.6206
H -0.8867 -1.9207 -0.0094
```

natural (NBO) atomic charge list, values in e, 5 entries: -0.56 0.53 -0.27 -0.31 0.22

=====

Short version: Q is the least stable of them.